ORCA calculation (ωB97M-V with the def2-TZVPD basis set) on one molecule with the formula CH3INOP at a distorted geometry.

Geometry (Å):
C (0.491, -0.886, 0.082)
N (0.543, 0.426, -0.068)
O (-0.592, -1.483, 0.227)
P (-0.926, 1.430, -0.081)
I (2.304, -1.937, -0.320)
H (1.547, 0.820, 0.072)
H (-1.761, 0.982, 0.965)
H (-1.607, 0.649, -0.877)

Summary:
**ΔE to the lowest compared entry with this formula, charge and spin**: 31.49 kcal/mol
**HOMO level (spin up / spin down)**: -5.66 / -9.93 eV
**Multiplicity**: 3
**Lowest unoccupied orbital energy (spin up / spin down)**: 0.6 / -3.8 eV
**Kohn-Sham gap (spin up / spin down)**: 6.276 / 6.134 eV

And the Mulliken charges, in e, turn out to be: 0.4588 -0.3175 -0.4723 -0.0226 0.0441 0.2239 0.0512 0.0344

---

ORCA calculation (ωB97M-V with the def2-TZVPD basis set) on a 2-piece molecular cluster, CH3IO2 overall at a distorted geometry.

Geometry (Å):
O (-0.871, -0.698, -0.351)
C (-0.554, -0.059, -1.282)
I (1.446, 0.537, -1.751)
H (-1.167, 0.418, -2.175)
O (0.596, -0.305, 2.096)
H (-0.098, -0.551, 1.216)
H (0.648, 0.657, 2.247)

Summary:
**ΔE to the lowest compared entry with this formula, charge and spin**: 31.56 kcal/mol
**HOMO level**: -10.25 eV
**Lowest unoccupied orbital energy**: -0.2 eV
**SMILES**: O=CI.O
**Kohn-Sham gap**: 10.087 eV

And the Mulliken charges, in e, turn out to be: -0.4295 0.0145 0.0708 0.3157 -0.6721 0.4015 0.2991